Below is a single CH4FN molecule in a non-equilibrium geometry, with properties calculated with ωB97M-V/def2-TZVPD.

Results
Energy above the lowest of the compared OMol25 structures with the same formula, charge and spin   113.48 kJ/mol
LUMO level (alpha / beta)   1.2 / -4.5 eV
Calculated total energy   -194.8613 a.u.
HOMO-LUMO gap (alpha / beta)   5.16 / 9.05 eV

```
! RIJCOSX wB97M-V def2-TZVPD def2/J DEFGRID3
* xyz 0 3
C 0.13 0.29 -0.45
N -0.18 -0.43 0.74
F 0.85 1.43 -0.05
H -0.70 0.87 -0.83
H 0.77 -0.38 -1.16
H 0.25 -1.35 0.62
H -1.12 -0.44 1.13
*
```

natural (NBO) atomic charge list, values in e, 6 entries: C -0.011; N -0.443; F -0.341; H 0.217; H 0.194; H 0.149